Computed, not measured: an isolated molecule of C5H2N3OP, with ωB97M-V/def2-TZVPD.

Geometry (Å):
1 C 1.4540 -0.8468 0.5833
2 C 1.7761 1.0640 -0.8192
3 C -1.7907 0.4477 1.1028
4 C 0.8492 0.3147 -0.0197
5 C -0.2686 -0.3851 -0.7458
6 N 1.9578 -1.6782 1.1802
7 N 2.5691 1.5888 -1.4503
8 N -2.0196 1.3106 1.8106
9 O -3.0604 -1.1514 -0.6162
10 P -1.6965 -0.7975 -0.0753
11 H 0.3929 0.7937 0.8573
12 H -0.1633 -0.6606 -1.8078

Calculated values
gap between HOMO and LUMO (spin up / spin down): 8.480 / 8.479 eV
total energy: -21020.049 eV
relative energy (zero: lowest compared OMol25 entry of this formula, charge and spin): 35.8 kJ/mol
molecular weight: 151.1 g mol⁻¹